[1]
Here is a cluster of 3 separate species, C4H15NO2 in total from the OMol25 dataset. Energies are from the ωB97M-V functional and the def2-TZVPD basis.

Atoms and positions in Å:
C -1.38518 -1.82188 1.13750
C -1.73558 -0.52976 0.37216
C -0.53622 0.45107 0.33996
N -0.05267 0.69236 -0.98344
C 1.32134 0.36627 -1.30423
H -1.14557 -2.65572 0.46035
H -0.56280 -1.67264 1.84583
H -2.19988 -2.12884 1.79312
H -2.01527 -0.79542 -0.64563
H -2.58217 -0.05350 0.84663
H -0.85205 1.43835 0.73563
H 0.28832 0.22705 1.02291
H -0.64546 0.29932 -1.72724
H 1.93532 1.28175 -1.22014
H 1.74936 -0.36233 -0.60984
H 1.43519 0.03388 -2.32448
H -1.03345 3.82264 -2.43464
H -0.32373 2.45723 -2.39732
O -0.41731 3.25648 -2.92488
H 2.45539 -1.74241 2.63686
H 1.72579 -2.52382 3.77641
O 2.48955 -2.53356 3.19205

Calculated values
HOMO (spin up / spin down)   -0.527 / -0.527 hartree
Energy relative to the best compared isomer or geometry (same formula, charge and spin)   21.4 kcal per mole
Total charge   +1
Multiplicity   2



[2]
Here is a cluster of 3 separate species, C26H32BF11O in total from the OMol25 dataset. Energies are from the ωB97M-V functional and the def2-TZVPD basis.

Atoms and positions in Å:
C 6.29329 -2.33480 2.05330
C 6.91239 -1.52053 0.89681
C 5.99338 -0.37075 0.44765
C 5.22305 -0.76858 -0.81000
C 4.34782 0.33246 -1.43279
C 3.80032 1.35564 -0.44512
C 2.80021 0.75010 0.54898
C 1.32522 0.92276 0.10837
B 0.39332 1.69194 1.13112
O 0.94388 2.59002 2.01385
C -1.18013 1.54222 1.20913
C -1.73448 0.39884 0.36214
C -3.22435 0.47023 0.10769
F -3.49891 -0.07309 -1.12082
F -3.65607 1.75903 0.04356
C -4.11083 -0.25987 1.17117
F -4.93887 0.62232 1.78911
F -3.30850 -0.78647 2.13876
C -4.95183 -1.44220 0.63163
F -5.54550 -2.00848 1.71483
F -4.12963 -2.36579 0.08255
C -6.09319 -1.04700 -0.37307
F -7.27137 -1.57201 0.02003
F -5.79276 -1.54274 -1.59332
F -6.20888 0.28518 -0.47457
H 6.73851 -2.04375 2.99679
H 6.45870 -3.40058 1.93541
H 5.21849 -2.18649 2.07071
H 7.85268 -1.10624 1.24184
H 7.08977 -2.18802 0.06220
H 5.29313 -0.14542 1.24392
H 6.59050 0.51103 0.23418
H 4.60308 -1.63104 -0.57761
H 5.94956 -1.10182 -1.54396
H 3.51162 -0.14530 -1.93884
H 4.91941 0.86514 -2.18805
H 4.61741 1.84619 0.07416
H 3.31814 2.13705 -1.02892
H 2.97827 1.17425 1.53132
H 2.98335 -0.31590 0.62621
H 1.29987 1.47341 -0.83482
H 0.90623 -0.05269 -0.12372
H 1.72977 2.98337 1.63335
H -1.57275 2.49358 0.86521
H -1.44848 1.40904 2.25594
H -1.44049 -0.56547 0.75266
H -1.28337 0.47398 -0.62331
F -9.23929 3.22214 5.94970
C -8.66698 3.14766 4.73110
C -9.03867 4.05718 3.76178
C -8.44494 3.97900 2.51061
C -7.50076 2.99676 2.24496
C -7.14466 2.09056 3.23414
C -7.72785 2.16533 4.49115
H -9.78085 4.81066 3.98867
H -8.72102 4.68767 1.74169
H -7.04150 2.93706 1.26686
H -6.41634 1.32533 3.02702
H -7.46061 1.47377 5.27891
F 4.61234 -3.49191 -2.55030
C 4.32579 -3.16416 -3.82530
C 3.01694 -2.88905 -4.16618
C 2.72729 -2.54525 -5.47828
C 3.74010 -2.48782 -6.42564
C 5.04845 -2.77126 -6.05947
C 5.35003 -3.10930 -4.74840
H 2.24236 -2.94564 -3.41296
H 1.70766 -2.32181 -5.76086
H 3.50926 -2.22220 -7.44823
H 5.83860 -2.73009 -6.79657
H 6.36372 -3.32739 -4.44011

Calculated values
HOMO   -0.337 hartree
SMILES string   CCCCCCCCB(O)CCC(F)(F)C(F)(F)C(F)(F)C(F)(F)F.Fc1ccccc1.Fc1ccccc1



[3]
Here is a cluster of 2 separate species, C5H9BrN3 in total from the OMol25 dataset. Energies are from the ωB97M-V functional and the def2-TZVPD basis.

Atoms and positions in Å:
C -1.88609 -0.30132 -1.19111
C -0.58224 -0.69698 -1.17186
C -0.88835 0.43594 0.67652
C -0.98671 1.01557 2.08887
C 2.24784 0.06149 -0.53902
N 0.10788 -0.21085 -0.08391
N -2.06794 0.36366 -0.00459
N 2.71664 -1.17135 -0.59379
Br 0.40050 -1.38460 -2.66721
H -2.69915 -0.26740 -1.86508
H -0.49565 0.41235 2.87714
H -0.46117 2.01773 2.22666
H -2.05659 1.11710 2.40720
H 1.99498 0.57147 0.35115
H 1.75026 0.35752 -1.39065
H -2.91800 0.89111 0.22504
H 3.16631 -1.53819 0.17388
H 2.65748 -1.67322 -1.51922

Calculated values
HOMO   -0.463 hartree
Energy relative to the best compared isomer or geometry (same formula, charge and spin)   20.2 kcal per mole
Total charge   +1



[4]
Here is a structure of composition C27H38N2O2Se4SiW from the OMol25 dataset. Energies are from the ωB97M-V functional and the def2-TZVPD basis.

Atoms and positions in Å:
W 0.13757 -2.76285 1.25102
Se -1.62411 -3.39938 0.03060
Se -0.92017 -3.71623 3.41039
Se 1.01823 -4.66396 2.57460
Se 0.23397 -0.60777 2.28246
C -1.11320 2.22944 -0.03036
C -0.67344 2.46931 1.42307
C -1.19857 3.85110 1.85546
C 0.86646 2.50788 1.39826
Si -1.34980 1.09599 2.57233
C -1.16217 1.40455 4.45945
C 0.19436 2.05524 4.79985
C -1.20276 0.10566 5.28780
C -2.29257 2.32424 4.95546
C -3.08761 0.47506 2.03272
C -3.04529 -0.01542 0.57043
C -4.13390 1.60184 2.11621
C -3.56137 -0.69399 2.90852
H -0.61810 2.97106 -0.66424
H -2.18978 2.35883 -0.16186
H -0.82518 1.24460 -0.40482
H -0.86433 4.59407 1.12478
H -0.82489 4.16342 2.83070
H -2.28922 3.89411 1.88529
H 1.17626 3.36115 0.78783
H 1.27116 1.60705 0.93174
H 1.33051 2.62071 2.37916
H 1.03416 1.44405 4.46111
H 0.27115 2.13940 5.88722
H 0.30687 3.05887 4.38889
H -0.38331 -0.56394 5.02401
H -2.13149 -0.45052 5.18944
H -1.09392 0.37083 6.34371
H -2.41477 3.22682 4.35570
H -2.06734 2.63515 5.97976
H -3.25171 1.80241 4.97681
H -3.13824 0.80642 -0.13909
H -3.88508 -0.69401 0.39700
H -2.13159 -0.55968 0.33295
H -3.84578 2.47694 1.53152
H -4.32363 1.92429 3.14074
H -5.07915 1.23541 1.70518
H -2.88430 -1.55006 2.83761
H -4.54496 -1.01498 2.55469
H -3.66851 -0.42641 3.95815
O 1.81817 -3.33917 0.18102
C 1.77312 -2.55310 -0.84240
N 2.44820 -2.72769 -1.97617
C 2.05646 -1.68746 -2.92114
C 1.03101 -0.89802 -2.02919
O 0.40227 0.06035 -2.39644
N 0.97798 -1.50108 -0.79321
C 1.33945 -2.24682 -4.14754
C 1.19610 -3.61237 -4.35573
C 0.56114 -4.08853 -5.49625
C 0.05861 -3.20348 -6.43404
C 0.19223 -1.83716 -6.22505
C 0.83021 -1.36046 -5.09335
C 3.25733 -0.84262 -3.34154
C 4.46439 -1.47809 -3.61810
C 5.56264 -0.75394 -4.05124
C 5.46743 0.62005 -4.21636
C 4.26801 1.25781 -3.94523
C 3.16564 0.53390 -3.51105
H 3.01712 -3.53333 -2.16132
H 1.55525 -4.32755 -3.62838
H 0.45746 -5.15549 -5.64271
H -0.43802 -3.57332 -7.32111
H -0.20312 -1.13658 -6.94881
H 0.92386 -0.29588 -4.93264
H 4.55826 -2.55156 -3.50830
H 6.49291 -1.26512 -4.26123
H 6.32406 1.18836 -4.55335
H 4.18448 2.32978 -4.06716
H 2.23688 1.04192 -3.29422

Calculated values
HOMO (spin up / spin down)   -0.272 / -0.272 hartree
Energy relative to the best compared isomer or geometry (same formula, charge and spin)   0.0 kcal per mole



[5]
Here is an isolated molecule of C5H14N2O from the OMol25 dataset. Energies are from the ωB97M-V functional and the def2-TZVPD basis.

Atoms and positions in Å:
N -2.96787 -2.20711 -0.03398
C -2.08592 -1.05309 -0.08550
C -0.85834 -0.96700 -1.07552
C 0.33694 -0.34226 -0.41101
C 0.45463 1.19609 -0.66224
N 1.02828 1.98904 0.46563
C 2.46010 1.71796 0.61239
O 2.66688 0.57206 1.50846
H -2.94431 -2.85368 -0.80719
H -2.85725 -2.73905 0.81698
H -2.75631 -0.17482 -0.18146
H -1.83196 -0.78357 0.95982
H -0.94959 -2.03093 -1.28950
H -1.26796 -0.36261 -1.88340
H 1.22760 -0.84517 -0.77733
H 0.39004 -0.49080 0.66173
H -0.57573 1.59314 -0.71102
H 1.14469 1.37722 -1.46858
H 0.55950 1.59201 1.27546
H 2.98242 2.57782 1.03874
H 2.85699 1.30541 -0.30487
H 2.98717 0.92934 2.35241

Calculated values
HOMO   -0.325 hartree
Energy relative to the best compared isomer or geometry (same formula, charge and spin)   70.9 kcal per mole
SMILES string   NCCCCNCO



Number 1: DFT total energy -9966.9125 eV. Number 2: DFT total energy -60099.1302 eV. Number 3: DFT total energy -79835.7855 eV. Number 4: DFT total energy -306783.6511 eV. Number 5: DFT total energy -10437.9554 eV.